Entry 1:
C39H44KNPS3Se | wB97M-V/def2-TZVPD

Last column: Mulliken charge in e.
Geometry (Å):
K1 -0.35 -0.59 -0.21  0.937
C1 -6.50 1.09 -2.07  -0.588
C2 -6.22 1.53 -0.62  -0.852
S1 -4.45 1.52 -0.28  -0.016
C3 -4.36 0.38 1.14  -0.036
C4 -4.71 -1.08 0.87  -0.800
S2 -3.39 -1.95 -0.02  0.007
C5 -4.12 -2.30 -1.68  -0.242
C6 -4.55 -1.08 -2.53  -0.502
S3 -6.34 -0.69 -2.41  -0.195
H1 -5.88 1.63 -2.80  0.313
H2 -7.54 1.29 -2.31  0.382
H3 -6.75 0.96 0.16  0.310
H4 -6.55 2.56 -0.53  0.450
H5 -5.01 0.80 1.94  0.462
H6 -3.31 0.51 1.48  -0.308
H7 -5.66 -1.19 0.37  0.328
H8 -4.78 -1.57 1.84  0.479
H9 -4.95 -3.01 -1.55  0.413
H10 -3.29 -2.78 -2.17  -0.092
H11 -4.39 -1.24 -3.58  0.566
H12 -3.96 -0.23 -2.21  0.027
C7 6.94 -2.17 -0.93  -0.477
C8 6.53 -1.60 -2.14  -0.751
C9 5.19 -1.32 -2.36  0.008
C10 4.26 -1.58 -1.35  -0.001
C11 4.65 -2.21 -0.17  -0.580
C12 5.97 -2.52 0.04  -0.606
P1 2.50 -1.28 -1.49  0.510
C13 2.40 -0.11 -2.88  0.452
C14 1.68 -0.31 -4.03  -0.068
C15 1.53 0.75 -4.90  -0.609
C16 2.08 1.97 -4.65  -0.641
C17 2.78 2.19 -3.47  -0.801
C18 2.96 1.14 -2.60  -0.272
C19 1.85 -2.79 -2.24  1.105
C20 2.56 -3.89 -2.67  -0.363
C21 1.87 -4.94 -3.30  -0.593
C22 0.50 -4.83 -3.52  -0.724
C23 -0.18 -3.69 -3.07  -0.615
C24 0.45 -2.62 -2.44  -0.941
H13 7.96 -2.38 -0.74  0.408
H14 7.32 -1.34 -2.82  0.414
H15 4.87 -0.88 -3.30  0.368
H16 3.86 -2.39 0.57  0.370
H17 6.31 -2.99 0.94  0.405
H18 1.23 -1.31 -4.20  0.301
H19 1.00 0.61 -5.84  0.350
H20 1.94 2.76 -5.32  0.423
H21 3.20 3.14 -3.21  0.421
H22 3.51 1.26 -1.66  0.256
H23 3.63 -3.99 -2.50  0.333
H24 2.41 -5.80 -3.68  0.359
H25 -0.01 -5.64 -4.02  0.359
H26 -1.27 -3.67 -3.30  0.175
Se1 -0.27 -1.21 3.02  -0.433
C25 -0.66 -0.83 4.85  -0.249
C26 -1.76 -0.02 5.20  -0.178
C27 -2.15 0.15 6.54  -0.519
C28 -1.41 -0.41 7.59  -0.441
C29 -0.30 -1.18 7.24  -0.529
C30 0.05 -1.37 5.92  -0.163
H27 -2.37 0.43 4.43  0.352
H28 -3.05 0.76 6.76  0.309
H29 -1.71 -0.24 8.61  0.370
H30 0.29 -1.60 8.04  0.359
H31 0.89 -2.03 5.64  0.298
C31 2.27 1.38 1.91  -0.557
N1 1.50 2.38 2.69  0.053
C32 1.59 2.15 4.15  -0.728
C33 0.03 2.50 2.22  -0.756
C34 -0.05 3.02 0.82  0.235
C35 0.13 4.38 0.63  -0.429
C36 -0.04 5.01 -0.61  -0.760
C37 -0.35 4.19 -1.70  -0.557
C38 -0.48 2.80 -1.51  -0.809
C39 -0.33 2.16 -0.24  0.160
H32 3.32 1.49 2.12  0.453
H33 2.05 1.54 0.86  0.059
H34 1.88 0.40 2.21  0.117
H35 1.94 3.30 2.49  0.420
H36 1.30 1.14 4.40  0.230
H37 0.98 2.85 4.70  0.351
H38 2.65 2.27 4.45  0.352
H39 -0.40 3.16 2.93  0.597
H40 -0.40 1.51 2.34  -0.112
H41 0.45 4.98 1.49  0.263
H42 0.15 6.06 -0.73  0.379
H43 -0.51 4.62 -2.66  0.453
H44 -0.66 2.15 -2.36  0.395

- total charge = -1
- HOMO level (eV) = -3.83
- DFT total energy (Eh) = -6104.463906
- 2S+1 = 1
- orbital gap (eV) = 5.6993



Entry 2:
C26H34N3O4 | wB97M-V/def2-TZVPD

Last column: Mulliken charge in e.
Geometry (Å):
C1 5.65 0.55 0.71  -0.754
O1 4.56 1.05 1.46  -0.447
C2 3.48 1.61 0.85  0.256
C3 2.69 2.40 1.68  -0.549
C4 1.54 3.01 1.23  -0.517
C5 1.15 2.85 -0.09  0.034
C6 -0.14 3.45 -0.58  -1.585
C7 -1.29 2.50 -0.32  0.404
O2 -1.09 1.37 0.12  -0.799
N1 -2.51 2.99 -0.61  -0.123
C8 -3.83 2.39 -0.43  -0.196
C9 -4.04 1.79 0.98  -0.960
C10 -4.14 0.27 0.95  -0.687
N2 -3.09 -0.23 0.04  0.792
C11 -2.64 -1.61 0.28  -1.070
C12 -1.75 -1.61 1.54  0.815
O3 -2.12 -0.99 2.53  -0.690
N3 -0.55 -2.21 1.46  0.172
C13 0.46 -1.87 2.45  -1.338
C14 1.51 -1.04 1.74  0.266
C15 2.20 -1.89 0.68  -0.285
C16 1.26 -2.83 -0.02  0.567
C17 1.72 -3.60 -1.08  -0.634
C18 0.91 -4.54 -1.70  -0.761
C19 -0.38 -4.73 -1.24  -0.713
C20 -0.87 -3.97 -0.20  -0.315
C21 -0.07 -2.99 0.39  -0.067
C22 -3.46 0.02 -1.37  -0.711
C23 -4.19 1.36 -1.51  -1.062
C24 1.93 2.07 -0.93  -0.387
C25 3.08 1.44 -0.49  0.962
O4 3.84 0.63 -1.30  -0.441
C26 3.57 0.59 -2.68  -1.019
H1 5.40 -0.37 0.19  0.193
H2 6.43 0.35 1.45  0.314
H3 6.01 1.28 -0.01  0.313
H4 3.02 2.52 2.70  0.466
H5 0.95 3.60 1.91  0.453
H6 -0.34 4.40 -0.07  0.514
H7 -0.09 3.65 -1.65  0.433
H8 -2.52 3.93 -0.98  0.370
H9 -4.52 3.23 -0.55  0.492
H10 -4.95 2.19 1.42  0.395
H11 -3.21 2.08 1.62  0.361
H12 -3.95 -0.13 1.95  0.576
H13 -5.11 -0.08 0.60  0.397
H14 -2.22 0.42 0.21  0.197
H15 -3.51 -2.26 0.43  0.126
H16 -2.08 -1.95 -0.59  0.773
H17 -0.03 -1.32 3.26  0.495
H18 0.89 -2.79 2.86  0.372
H19 1.03 -0.17 1.28  -0.494
H20 2.25 -0.66 2.46  0.594
H21 2.97 -2.51 1.16  0.414
H22 2.71 -1.26 -0.05  -0.017
H23 2.74 -3.47 -1.41  0.489
H24 1.30 -5.13 -2.52  0.421
H25 -1.01 -5.49 -1.69  0.424
H26 -1.85 -4.16 0.19  0.528
H27 -4.11 -0.79 -1.72  0.446
H28 -2.55 0.01 -1.96  0.428
H29 -5.26 1.21 -1.46  0.461
H30 -3.97 1.78 -2.50  0.409
H31 1.61 1.95 -1.96  0.487
H32 3.60 1.59 -3.12  0.391
H33 4.37 -0.02 -3.11  0.289
H34 2.61 0.12 -2.89  0.326

- total charge = +1
- HOMO level (eV) = -10.38
- DFT total energy (Eh) = -1476.195186
- SMILES = COc1ccc(CC(=O)N[C@H]2CC[N@H+](CC(=O)N3CCCc4ccccc43)CC2)cc1OC
- 2S+1 = 1
- orbital gap (eV) = 8.2037



Entry 3:
C4H6F3N2O | wB97M-V/def2-TZVPD

Last column: Mulliken charge in e.
Geometry (Å):
O1 0.61 1.81 0.25  -0.510
C1 0.41 0.50 0.06  0.891
C2 1.78 -0.18 -0.19  0.637
F1 2.51 0.30 -1.19  -0.214
F2 2.58 -0.06 0.92  -0.264
F3 1.56 -1.48 -0.28  -0.254
C3 -0.65 0.18 -1.06  -0.917
N1 -1.53 -0.79 -0.51  -0.057
C4 -1.38 -0.86 0.80  -0.043
N2 -0.28 -0.20 1.23  -0.313
H1 -0.09 2.26 0.69  0.391
H2 -1.13 1.06 -1.36  0.366
H3 -0.11 -0.12 -2.09  0.339
H4 -2.30 -1.19 -1.03  0.248
H5 -1.88 -1.43 1.61  0.411
H6 -0.13 0.20 2.15  0.289

- total charge = +1
- HOMO level (eV) = -15.61
- energy relative to the best compared isomer or geometry (same formula, charge and spin) (kcal/mol) = 8.5
- DFT total energy (Eh) = -640.117902
- SMILES = O[C@]1(C(F)(F)F)C[NH+]=CN1
- 2S+1 = 1
- orbital gap (eV) = 11.1333



Entry 4:
C6H9N3 | wB97M-V/def2-TZVPD

Last column: Mulliken charge in e.
Geometry (Å):
H1 2.48 1.67 0.40  0.188
N1 1.52 1.44 0.25  -0.693
C1 1.27 0.23 0.02  1.022
C2 2.25 -0.75 -0.11  -1.703
C3 -0.17 -0.17 0.13  0.158
C4 -0.74 -1.45 0.24  -0.418
C5 -2.12 -1.31 0.20  -0.797
C6 -2.44 0.08 0.01  -0.133
N2 -1.25 0.68 0.02  0.388
N3 -0.98 2.06 -0.07  -1.128
H2 3.20 -0.21 -0.34  0.433
H3 2.09 -1.40 -0.87  0.432
H4 2.46 -1.16 0.80  0.396
H5 -0.16 -2.37 0.25  0.361
H6 -2.81 -2.12 0.22  0.409
H7 -3.46 0.29 -0.24  0.398
H8 -1.15 2.39 -1.06  0.238
H9 0.00 2.10 0.15  0.449

- total charge = 0
- HOMO level (eV) = -8.03
- energy relative to the best compared isomer or geometry (same formula, charge and spin) (kcal/mol) = 42.7
- DFT total energy (Eh) = -398.207388
- SMILES = [H]/N=C(\C)c1cccn1N
- 2S+1 = 1
- orbital gap (eV) = 8.9391



Entry 5:
C4H4BrNO2 | wB97M-V/def2-TZVPD

Last column: Mulliken charge in e.
Geometry (Å):
C1 -1.71 -1.02 0.46  -0.540
C2 -0.92 -0.31 -0.28  0.138
N1 -0.63 0.77 -0.89  0.637
O1 -0.65 1.02 -2.09  -0.691
O2 0.04 1.73 -0.07  -0.370
H1 -2.69 -0.65 0.76  0.265
H2 -1.46 -2.01 0.79  0.196
H3 0.53 2.31 -0.68  0.342
C3 2.14 0.18 0.86  0.169
C4 1.61 -0.75 0.33  -0.562
Br1 1.30 -2.32 -0.54  -0.014
H4 2.45 1.05 1.35  0.428

- total charge = 0
- HOMO level (eV) = -9.03
- energy relative to the best compared isomer or geometry (same formula, charge and spin) (kcal/mol) = 151.3
- DFT total energy (Eh) = -2933.782219
- SMILES = C=C=[N+]([O-])O.C#CBr
- 2S+1 = 1
- orbital gap (eV) = 9.5008



Entry 6:
C2H10N3OPS | wB97M-V/def2-TZVPD

Last column: Mulliken charge in e.
Geometry (Å):
C1 -0.43 0.10 -1.61  -0.951
C2 -1.49 1.35 0.12  -1.026
N1 2.56 -0.41 0.09  -0.623
N2 1.86 -1.62 0.47  -0.217
N3 -0.30 0.71 -0.29  -0.289
O1 1.06 -0.33 2.50  -0.507
P1 0.40 -1.20 1.31  0.611
S1 -0.44 -2.75 2.25  -0.419
H1 -1.43 -0.02 -2.06  0.371
H2 0.17 0.64 -2.29  0.360
H3 0.01 -0.89 -1.61  0.304
H4 -2.35 0.76 0.03  0.388
H5 -1.24 1.69 1.11  0.368
H6 -1.56 2.28 -0.50  0.343
H7 3.15 -0.11 0.87  0.291
H8 1.86 0.22 -0.14  0.401
H9 1.94 -2.17 -0.33  0.266
H10 0.58 -0.59 3.42  0.331

- total charge = 0
- HOMO level (alpha / beta) (eV) = -8.17 / -8.89
- energy relative to the best compared isomer or geometry (same formula, charge and spin) (kcal/mol) = 90.3
- DFT total energy (Eh) = -1061.148317
- 2S+1 = 1
- orbital gap (alpha / beta) (eV) = 7.4182 / 7.5426



Question: Among the records above, which one has the highest DFT total energy?
Answer: C6H9N3



Question: total charge of number 2 (C26H34N3O4)?
Answer: +1